1.
3 unconnected molecules or ions with the total composition C10H22N2O10, computed with ωB97M-V/def2-TZVPD.

```
44
Properties=species:S:1:pos:R:3:lowdin_charge:R:1
N 3.0238 -2.9407 -0.7300 0.020
C 3.5023 -1.6068 -1.0668 -0.234
C 2.4444 -0.5004 -0.9660 -0.345
O 1.8434 -0.6172 0.3146 -0.023
C 1.4048 -0.5740 -2.1046 -0.086
O 0.2242 -1.3151 -1.7475 0.018
C -0.7948 -0.5593 -1.3137 -0.575
O -0.6955 0.4813 -0.7275 0.147
O -2.0036 -1.1027 -1.6303 -0.033
N -2.1499 -2.4388 -1.1439 0.087
H 2.8690 -2.9991 0.2670 0.067
H 2.1501 -3.1514 -1.1973 0.062
H 4.2937 -1.3488 -0.3564 0.119
H 3.9379 -1.6038 -2.0708 0.112
H 2.9463 0.4735 -1.0466 0.145
H 1.5041 0.2471 0.5744 0.094
H 1.8408 -1.1159 -2.9489 0.132
H 1.1177 0.4142 -2.4724 0.129
H -1.6107 -3.0578 -1.7441 0.090
H -1.7583 -2.4897 -0.2074 0.088
C -3.3274 -0.9244 2.0937 -0.042
O -4.3076 -1.1845 3.1011 0.008
C -4.8148 -2.4152 3.0603 -0.625
O -4.5034 -3.2809 2.2852 0.122
O -5.7228 -2.5252 4.0292 0.004
C -6.3512 -3.8077 4.1011 -0.039
H -2.9895 0.0952 2.2502 0.096
H -2.4847 -1.6066 2.2004 0.093
H -3.7587 -1.0178 1.0984 0.096
H -5.6153 -4.5849 4.2981 0.097
H -6.8797 -4.0281 3.1758 0.097
H -7.0559 -3.7477 4.9248 0.093
C 4.9655 5.4025 -1.4398 -0.038
O 4.0753 4.5074 -0.7661 0.002
C 2.8135 4.5699 -1.1889 -0.628
O 2.3945 5.2874 -2.0577 0.127
O 2.0951 3.6953 -0.4844 -0.004
C 0.7072 3.6497 -0.8359 -0.034
H 5.9425 5.2407 -0.9950 0.093
H 5.0002 5.1794 -2.5043 0.097
H 4.6558 6.4348 -1.2904 0.098
H 0.5854 3.3542 -1.8763 0.097
H 0.2291 4.6125 -0.6678 0.099
H 0.2575 2.8992 -0.1932 0.079
```

Calculated values
SMILES ... NC[C@H](O)COC(=O)ON.COC(=O)OC.COC(=O)OC
LUMO energy ... 0.480 eV
Charge ... 0
Energy relative to the best compared isomer or geometry (same formula, charge and spin) ... 0.0 kcal/mol


2.
5 unconnected molecules or ions with the total composition C12H28ClN4O4, computed with ωB97M-V/def2-TZVPD.

```
49
Properties=species:S:1:pos:R:3:lowdin_charge:R:1
Cl -0.0947 0.3290 -0.8106 -0.022
C -0.8356 -3.5707 -2.6158 0.000
C 0.4191 -3.8050 -1.8058 -0.573
O 0.9036 -4.9257 -1.6865 0.010
N 0.9276 -2.7145 -1.2034 -0.015
C 2.0994 -2.7875 -0.3535 -0.077
H -1.7018 -3.6406 -1.9552 0.075
H -0.8879 -4.3517 -3.3691 0.076
H -0.8543 -2.5835 -3.0764 0.075
H 0.4501 -1.8221 -1.2826 -0.027
H 2.9822 -3.0416 -0.9466 0.081
H 1.9823 -3.5969 0.3698 0.080
H 2.2217 -1.8278 0.1370 0.061
C 1.7111 3.4319 -1.9288 -0.020
C 1.2139 4.1590 -0.7007 -0.570
O 1.5424 5.3228 -0.4630 0.004
N 0.4195 3.4390 0.1178 -0.013
C -0.1063 3.9946 1.3374 -0.080
H 2.4428 2.6705 -1.6550 0.066
H 2.1883 4.1697 -2.5691 0.074
H 0.9126 2.9323 -2.4769 0.065
H 0.1425 2.5028 -0.1603 -0.020
H -0.9949 4.6076 1.1583 0.081
H 0.6382 4.6349 1.8090 0.081
H -0.3438 3.1878 2.0292 0.077
C 3.0745 1.9315 1.3663 -0.003
C 2.3637 1.2189 2.4881 -0.574
O 2.7159 1.3365 3.6533 0.016
N 1.3374 0.4325 2.1111 -0.007
C 0.5302 -0.2566 3.0962 -0.076
H 4.0828 1.5219 1.2805 0.085
H 3.1366 2.9970 1.5774 0.086
H 2.5885 1.7918 0.3988 0.042
H 0.9665 0.4979 1.1694 -0.032
H 1.0188 -1.1741 3.4359 0.083
H -0.3984 -0.5640 2.6130 0.063
H 0.3220 0.3832 3.9504 0.079
C -2.5060 -2.3846 1.0054 -0.010
C -3.4572 -2.0245 -0.1194 -0.571
O -4.4774 -2.6725 -0.3318 0.004
N -3.0942 -0.9475 -0.8486 -0.015
C -3.9725 -0.3389 -1.8131 -0.079
H -2.7773 -1.8481 1.9156 0.079
H -1.4683 -2.1216 0.7762 0.050
H -2.5533 -3.4553 1.1873 0.079
H -2.2503 -0.4448 -0.5929 -0.018
H -3.4281 -0.1433 -2.7400 0.078
H -4.3721 0.6017 -1.4339 0.079
H -4.7597 -1.0515 -2.0441 0.075
```

Calculated values
LUMO energy ... 2.913 eV
Charge ... -1
Energy relative to the best compared isomer or geometry (same formula, charge and spin) ... 0.0 kcal/mol


One value per record, in order, for frontier orbital gap: 9.93 9.70 eV.
One value per record, in order, for max |F|: 0.015 0.011 Eh/bohr.